Formula: C30H34BF3O2S2
Source: the OMol25 dataset
Level of theory: ωB97M-V with the def2-TZVPD basis set

Its LUMO energy is 0.37 eV. The calculation puts the highest occupied orbital energy at -7.355 eV. The gap between HOMO and LUMO is 7.7 eV.

Last column: Mulliken charge in e.
Atoms and positions in Å:
C -4.334 2.202 -3.517  -0.56
C -3.691 3.255 -2.852  -0.92
C -2.538 2.998 -2.095  -0.76
C -2.044 1.706 -1.927  -0.05
C -0.895 1.541 -0.859  1.95
S -0.041 0.198 -1.829  0.09
C 1.489 0.747 -2.618  -0.64
C 1.312 1.981 -3.469  -0.78
C 0.778 3.106 -2.614  -0.62
S 0.454 2.701 -0.923  -0.38
C -2.651 0.677 -2.657  -0.30
C -3.821 0.909 -3.392  -0.97
H -5.234 2.370 -4.112  0.38
H -4.090 4.268 -2.903  0.40
H -2.075 3.775 -1.494  0.52
H 2.216 0.826 -1.816  -0.05
H 1.794 -0.101 -3.226  0.72
H 2.233 2.297 -3.958  0.46
H 0.663 1.692 -4.286  0.26
H 1.638 3.750 -2.385  0.51
H 0.023 3.694 -3.133  0.31
H -2.304 -0.357 -2.586  0.49
H -4.331 0.062 -3.854  0.44
C 4.045 -0.541 2.827  -1.69
C 4.591 -1.069 1.510  2.21
C 6.085 -0.817 1.479  -2.11
C 4.374 -2.568 1.374  -1.10
O 2.973 -2.880 1.132  -0.44
B 2.123 -1.963 0.585  0.18
C 0.625 -2.326 0.416  -0.06
C 0.155 -3.645 0.304  -1.00
C -1.192 -3.891 0.053  -1.14
C -2.029 -2.789 -0.185  -0.38
C -3.478 -3.007 -0.504  0.63
F -4.177 -1.818 -0.558  -0.22
F -3.657 -3.618 -1.723  -0.29
F -4.081 -3.811 0.422  -0.28
C -1.564 -1.495 -0.105  -0.01
C -0.235 -1.246 0.241  0.19
C -1.398 1.890 0.613  -0.72
C -0.698 3.008 1.501  -1.77
C -1.868 0.804 1.587  0.54
C -3.216 0.391 1.659  0.47
C -3.567 -0.687 2.491  -0.68
C -2.644 -1.247 3.371  -0.66
C -1.384 -0.665 3.470  -0.66
C -1.037 0.417 2.658  -0.26
O 2.551 -0.688 0.211  0.29
C 3.956 -0.329 0.329  -1.15
H 2.964 -0.699 2.903  0.19
H 4.532 -1.048 3.671  0.45
H 4.261 0.529 2.898  0.42
H 6.532 -1.165 0.531  0.43
H 6.328 0.255 1.566  0.41
H 6.604 -1.323 2.314  0.42
H 4.928 -2.970 0.512  0.35
H 4.617 -3.128 2.287  0.36
H 0.826 -4.482 0.492  0.46
H -1.607 -4.904 0.007  0.45
H -2.274 -0.703 -0.309  0.67
H 0.119 -0.235 0.466  0.69
H -2.256 2.460 0.228  0.58
H -0.545 4.001 1.032  0.50
H -1.268 3.251 2.407  0.37
H 0.295 2.721 1.903  0.38
H -3.982 0.896 1.051  0.39
H -4.576 -1.096 2.415  0.38
H -2.976 -2.042 4.040  0.42
H -0.688 -1.075 4.199  0.38
H -0.083 0.901 2.882  0.19
H 3.980 0.767 0.461  0.30
H 4.464 -0.616 -0.609  0.42



Formula: C4H6BrN3O
Source: the OMol25 dataset
Level of theory: ωB97M-V with the def2-TZVPD basis set

Its LUMO energy (spin up / spin down) is -1.23 / -1.24 eV. The calculation puts the highest occupied orbital energy (spin up / spin down) at -8.179 / -8.181 eV. The gap between HOMO and LUMO (spin up / spin down) is 7.0 / 6.9 eV. For the relative energy (zero: lowest compared OMol25 entry of this formula, charge and spin), the calculation gives 6.189 eV.

Last column: Mulliken charge in e.
Atoms and positions in Å:
C 0.536 1.102 0.149  0.92
C 1.824 0.749 0.565  -0.47
C 0.032 2.527 0.073  -0.99
C -1.474 -1.830 -0.163  -0.80
N -0.466 0.268 -0.015  -0.58
N -0.220 -1.074 -0.133  0.68
N 0.900 -1.696 0.123  -0.04
O 0.876 -2.885 0.074  -0.60
Br 3.304 0.273 -0.257  0.11
H -0.906 2.558 -0.488  0.31
H 0.190 3.065 1.066  0.29
H 0.880 3.061 -0.415  0.27
H -1.896 -2.289 -1.076  0.26
H -1.323 -2.747 0.343  0.30
H -2.258 -1.083 0.154  0.34



Formula: C4H7ClN2
Source: the OMol25 dataset
Level of theory: ωB97M-V with the def2-TZVPD basis set

Its LUMO energy (spin up / spin down) is -3.67 / -3.67 eV. The calculation puts the highest occupied orbital energy (spin up / spin down) at -9.702 / -9.698 eV. The gap between HOMO and LUMO (spin up / spin down) is 6.0 / 6.0 eV. For the relative energy (zero: lowest compared OMol25 entry of this formula, charge and spin), the calculation gives 8.060 eV.

Last column: Mulliken charge in e.
Atoms and positions in Å:
C -1.328 -0.249 -1.755  0.02
C 0.195 1.399 0.299  -1.52
C 0.988 -1.144 -0.253  -1.00
C 0.384 -0.111 0.693  0.24
N -1.962 -0.464 -2.711  -0.50
N -0.865 -0.675 1.083  -0.09
Cl -2.099 0.267 1.723  0.05
H -0.399 1.857 0.947  0.63
H 1.078 1.840 0.140  0.43
H -0.247 1.258 -0.624  0.33
H 0.480 -0.843 -1.140  0.21
H 0.677 -2.061 0.139  0.36
H 2.119 -1.074 -0.126  0.32
H 0.979 0.000 1.587  0.52



Formula: C18H25Br2F5N5O11S3
Source: the OMol25 dataset
Level of theory: ωB97M-V with the def2-TZVPD basis set

Its LUMO energy is -3.49 eV. The charge is +1. The calculation puts the highest occupied orbital energy at -12.017 eV. The gap between HOMO and LUMO is 8.5 eV.

Last column: Mulliken charge in e.
Atoms and positions in Å:
C -1.444 -0.996 -3.627  -0.78
C -0.194 -0.708 -4.467  -0.42
N 0.578 0.487 -4.069  -0.71
N 0.917 0.466 -2.695  0.54
C 0.195 1.331 -1.972  0.26
N -0.789 2.087 -2.606  -0.43
C -1.272 2.824 -1.632  0.06
S -2.547 3.964 -2.129  -0.09
N -0.670 2.558 -0.435  0.06
S -1.043 3.353 1.019  1.06
O -2.292 4.024 0.911  -0.52
O -1.136 2.447 2.115  -0.54
C 0.204 4.715 1.299  0.61
F 0.457 5.234 0.069  -0.25
F -0.407 5.658 1.988  -0.21
C 1.587 4.317 1.926  0.66
F 1.520 3.382 2.859  -0.19
F 2.049 5.434 2.530  -0.27
F 2.475 4.040 0.971  -0.20
N 0.301 1.581 -0.656  0.14
S 1.309 1.051 0.662  0.10
C 1.955 -0.454 -2.289  -1.06
Br 1.298 -1.906 -1.115  0.13
C 3.358 0.175 -1.909  0.18
C 3.403 1.722 -1.860  -1.22
Br 4.215 -0.618 -0.320  -0.08
H -1.182 -1.045 -2.555  -0.01
H -1.806 -2.004 -3.864  0.49
H -2.240 -0.249 -3.719  0.28
H 0.452 -1.609 -4.470  0.29
H -0.518 -0.591 -5.513  0.40
H 1.437 0.485 -4.613  0.35
H -1.857 5.111 -2.368  0.20
H 0.487 0.399 1.507  0.20
H 2.172 -1.053 -3.179  0.50
H 4.074 -0.095 -2.693  0.53
H 3.390 2.121 -0.836  0.22
H 4.377 2.038 -2.263  0.46
H 2.646 2.212 -2.485  0.27
C -0.984 -6.353 1.291  -0.36
C 0.336 -5.628 1.399  -0.23
O 0.432 -4.965 0.139  -0.25
C -0.834 -4.819 -0.347  0.59
O -1.115 -4.162 -1.295  -0.46
O -1.724 -5.521 0.397  -0.31
H -1.494 -6.444 2.248  0.31
H -0.882 -7.345 0.848  0.26
H 0.338 -4.878 2.194  0.17
H 1.177 -6.303 1.548  0.31
C 3.338 -1.977 4.702  -0.36
C 2.324 -1.051 5.321  -0.34
O 1.909 -0.263 4.194  -0.28
C 2.152 -0.979 3.091  0.39
O 1.760 -0.669 1.988  -0.33
O 2.873 -2.073 3.346  -0.29
H 3.364 -2.954 5.176  0.32
H 4.346 -1.559 4.699  0.27
H 1.457 -1.579 5.719  0.27
H 2.744 -0.424 6.103  0.32
C -4.463 0.998 0.907  0.34
C -5.206 1.617 -0.250  -0.34
O -4.779 0.824 -1.359  -0.34
C -4.377 -0.382 -0.871  0.63
O -4.118 -1.325 -1.543  -0.51
O -4.309 -0.360 0.488  -0.34
H -5.016 1.056 1.842  0.33
H -3.474 1.436 1.055  -0.30
H -6.289 1.530 -0.146  0.30
H -4.948 2.664 -0.400  0.25



| no. | E_tot (Ha) |
| --- | --- |
| 1 | -2434.859637 |
| 2 | -2969.268631 |
| 3 | -726.044337 |
| 4 | -8643.850651 |